Record 1
{"formula": "C32H47ClCrN4", "method": "ωB97M-V/def2-TZVPD", "charge": -1, "energy_ev": -80849.070, "multiplicity": 2, "lumo_ha": [0.0921, 0.0921], "homo_ev": [-2.4, -2.4], "orbital_gap_ha": [0.1799, 0.1798], "elements": ["Cr", "C", "N", "C", "C", "C", "C", "C", "C", "C", "C", "H", "H", "H", "H", "H", "H", "H", "H", "H", "H", "H", "H", "N", "C", "C", "C", "C", "N", "H", "H", "H", "H", "H", "H", "H", "H", "H", "H", "H", "H", "Cl", "C", "C", "C", "C", "C", "C", "C", "H", "H", "H", "H", "H", "H", "C", "C", "C", "C", "C", "C", "C", "C", "C", "C", "C", "C", "N", "H", "H", "H", "H", "H", "H", "H", "H", "H", "H", "H", "H", "H", "H", "H", "H", "H"], "positions_angstrom": [[-0.2447, 0.2860, 0.0573], [3.9372, 1.0375, 1.6993], [3.0676, 0.4188, 0.7216], [3.4256, 0.8497, -0.6159], [3.1360, -1.0287, 0.8373], [2.1850, -1.8394, -0.0307], [2.6751, -3.0978, -0.3902], [1.9062, -4.0013, -1.1005], [0.6225, -3.6351, -1.4715], [0.1550, -2.3745, -1.1354], [0.8954, -1.4213, -0.4105], [4.9917, 0.7255, 1.5779], [3.6221, 0.7640, 2.7088], [3.8907, 2.1216, 1.6060], [4.4815, 0.6183, -0.8424], [3.2614, 1.9217, -0.7166], [2.7924, 0.3470, -1.3403], [2.9634, -1.2854, 1.8919], [4.1680, -1.3690, 0.6201], [3.6858, -3.3726, -0.1027], [2.3046, -4.9761, -1.3569], [-0.0184, -4.3257, -2.0074], [-0.8682, -2.1492, -1.4253], [0.2183, 0.0842, 2.0957], [-0.8128, 0.4063, 3.0968], [-1.4152, 1.7904, 2.8211], [-2.9079, 1.7660, 2.4857], [-3.2664, 0.7809, 1.3809], [-2.3367, 0.8590, 0.2275], [0.5712, -0.8594, 2.2335], [1.0268, 0.7044, 2.1311], [-0.4039, 0.3406, 4.1131], [-1.5714, -0.3742, 3.0044], [-0.8846, 2.2157, 1.9669], [-1.2336, 2.4661, 3.6591], [-3.2244, 2.7763, 2.2081], [-3.4956, 1.4902, 3.3662], [-4.2873, 0.9749, 1.0335], [-3.2361, -0.2530, 1.7348], [-2.2787, 1.8280, -0.0901], [-2.8022, 0.3575, -0.5256], [-7.4104, -3.8529, -1.4201], [-5.9009, -3.4547, -0.6132], [-5.5571, -4.0804, 0.5853], [-4.3833, -3.7761, 1.2225], [-3.4547, -2.8014, 0.7176], [-2.2999, -2.4336, 1.3710], [-3.8438, -2.2227, -0.5371], [-5.0258, -2.5354, -1.1718], [-6.2288, -4.8137, 1.0166], [-4.1481, -4.2772, 2.1551], [-1.9196, -2.9460, 2.2409], [-1.6951, -1.6676, 0.9025], [-3.1492, -1.5567, -1.0445], [-5.2648, -2.0745, -2.1234], [1.5751, 5.6090, 0.6388], [0.5106, 4.6188, 1.1439], [1.2065, 3.5839, 2.0347], [-0.3159, 4.1945, -0.0806], [-1.1631, 5.1993, -0.5439], [-1.8485, 5.1049, -1.7402], [-1.6368, 3.9903, -2.5373], [-0.8362, 2.9411, -2.1161], [-0.5420, 1.8444, -3.1215], [0.9409, 1.8609, -3.4943], [-0.9396, 0.4456, -2.6778], [-0.2325, 2.9740, -0.8227], [0.3431, 1.8674, -0.2282], [2.1224, 6.0466, 1.4764], [1.1379, 6.4139, 0.0492], [2.2908, 5.0844, 0.0029], [-0.1835, 5.1856, 1.7791], [2.0820, 4.0433, 2.4986], [1.5133, 2.7118, 1.4666], [0.5576, 3.2462, 2.8436], [-1.2765, 6.0901, 0.0659], [-2.5152, 5.8961, -2.0582], [-2.1045, 3.9229, -3.5138], [-1.1229, 2.0897, -4.0203], [1.5423, 1.5836, -2.6290], [1.2521, 2.8540, -3.8183], [1.1471, 1.1512, -4.2974], [-0.2559, 0.1794, -1.8489], [-0.7109, -0.3028, -3.4407], [-1.9923, 0.3559, -2.4195]], "forces_ev_per_a": [[0.0, 0.2, 0.2], [0.0, -0.1, 0.0], [0.0, -0.1, 0.1], [0.0, 0.0, 0.1], [0.0, 0.0, 0.1], [0.1, 0.0, -0.1], [0.0, 0.1, 0.0], [0.0, -0.1, 0.0], [0.0, 0.0, 0.0], [0.0, 0.0, 0.0], [-0.1, -0.2, 0.0], [0.0, 0.0, 0.0], [0.0, 0.0, 0.0], [0.0, 0.1, 0.0], [0.0, 0.0, 0.0], [0.0, 0.1, 0.0], [0.0, -0.1, 0.0], [0.0, 0.1, 0.0], [0.0, 0.0, 0.0], [0.0, 0.0, 0.0], [0.0, 0.0, 0.0], [0.0, 0.0, 0.0], [0.0, 0.0, 0.0], [0.1, -0.1, -0.1], [0.0, 0.0, 0.1], [-0.2, -0.1, -0.1], [0.0, -0.1, 0.1], [0.0, 0.0, 0.0], [-0.1, -0.1, -0.2], [-0.1, 0.0, 0.0], [-0.1, 0.0, 0.0], [0.0, 0.1, -0.1], [0.0, 0.0, 0.1], [-0.1, -0.1, 0.0], [-0.1, 0.0, 0.1], [0.0, 0.0, 0.0], [0.0, 0.0, 0.0], [0.1, 0.0, 0.1], [0.0, 0.0, 0.0], [0.0, 0.0, 0.0], [0.0, 0.0, 0.0], [0.0, 0.0, 0.0], [0.0, 0.0, 0.0], [-0.1, 0.0, 0.0], [0.1, 0.0, 0.1], [-0.1, -0.1, 0.0], [0.0, 0.2, 0.0], [0.0, 0.1, -0.1], [-0.1, -0.1, 0.0], [0.0, 0.0, 0.0], [0.0, 0.0, 0.0], [0.0, 0.0, 0.1], [0.3, -0.1, 0.0], [0.0, 0.0, 0.0], [0.0, 0.0, 0.0], [0.0, 0.0, 0.0], [0.0, 0.1, -0.1], [0.0, 0.0, 0.2], [-0.2, -0.1, -0.1], [0.0, -0.1, 0.0], [-0.1, 0.1, -0.1], [0.0, 0.1, 0.1], [0.0, 0.1, 0.0], [-0.1, 0.0, -0.1], [0.1, 0.0, 0.0], [0.3, 0.0, 0.2], [0.1, -0.1, 0.4], [0.1, 0.6, -0.1], [0.0, 0.0, 0.0], [0.0, 0.0, 0.0], [0.0, 0.0, 0.0], [0.1, 0.0, 0.0], [0.0, 0.0, 0.0], [0.1, 0.0, -0.1], [0.2, 0.1, -0.1], [0.0, 0.0, 0.0], [0.0, 0.0, 0.0], [0.0, 0.0, 0.0], [0.1, 0.0, 0.1], [0.0, 0.0, 0.0], [0.0, 0.0, 0.0], [0.0, 0.0, 0.0], [-0.2, -0.2, -0.4], [0.0, 0.0, 0.0], [0.0, 0.0, 0.0]]}


Record 2
{"formula": "C32H47CuN7OSSi3", "method": "ωB97M-V/def2-TZVPD", "relative_energy_kj_mol": 0.0, "energy_ev": -125536.066, "multiplicity": 2, "lumo_ha": [-0.0112, -0.0113], "homo_ev": [-7.6, -7.8], "orbital_gap_ha": [0.2663, 0.2762], "elements": ["Cu", "C", "C", "N", "N", "C", "O", "C", "C", "C", "C", "C", "C", "C", "C", "C", "C", "C", "N", "H", "H", "H", "H", "H", "H", "H", "H", "H", "H", "H", "H", "C", "Si", "C", "C", "C", "Si", "C", "C", "C", "Si", "C", "C", "C", "C", "C", "C", "C", "N", "H", "H", "H", "H", "H", "H", "H", "H", "H", "H", "H", "H", "H", "H", "H", "H", "H", "H", "H", "H", "H", "H", "H", "H", "H", "H", "H", "H", "C", "C", "C", "N", "N", "C", "N", "S", "H", "H", "H", "H", "H", "H", "H"], "positions_angstrom": [[-0.0406, 0.0628, -0.0631], [4.2363, 0.6085, -1.0834], [2.7464, 0.4626, -1.0886], [2.0467, 0.2293, -0.0332], [2.6087, 0.1449, 1.1736], [1.6581, 0.0479, 2.1214], [0.4299, -0.0737, 1.8992], [2.1450, 0.1310, 3.5259], [3.5055, 0.1014, 3.8287], [3.9263, 0.2425, 5.1404], [2.9971, 0.4197, 6.1573], [1.6420, 0.4482, 5.8596], [1.2170, 0.2993, 4.5494], [1.9446, 0.6876, -2.2889], [2.4697, 1.2020, -3.4737], [1.6228, 1.4422, -4.5417], [0.2720, 1.1557, -4.4152], [-0.1697, 0.6233, -3.2145], [0.6338, 0.3897, -2.1849], [4.6063, 0.3326, -0.0995], [4.5276, 1.6427, -1.2848], [4.7044, -0.0285, -1.8361], [4.2192, -0.0337, 3.0294], [4.9840, 0.2282, 5.3720], [3.3294, 0.5303, 7.1819], [0.9181, 0.5971, 6.6507], [0.1654, 0.3143, 4.2941], [3.5248, 1.4276, -3.5441], [2.0151, 1.8530, -5.4630], [-0.4221, 1.3280, -5.2256], [-1.2053, 0.3643, -3.0629], [-2.2164, 1.6834, 2.7113], [-2.7024, 0.0401, 1.8915], [-4.6028, -0.0548, 2.0585], [-2.1310, -1.3492, 3.0410], [-2.2423, 0.0221, 0.0405], [-3.0618, -1.4118, -0.8594], [-2.2480, -1.9606, -2.4917], [-3.2345, -3.0460, 0.0875], [-4.8480, -0.9396, -1.3241], [-2.7136, 1.6702, -0.6966], [-2.9942, 1.8208, -2.5877], [-4.2805, 2.5076, -0.0151], [-1.2877, 2.8970, -0.3577], [-1.4232, 4.2793, -0.4891], [-0.3569, 5.1119, -0.1966], [0.8367, 4.5432, 0.2285], [0.9082, 3.1633, 0.3140], [-0.1181, 2.3660, 0.0233], [-2.3189, 1.5978, 3.7960], [-2.8450, 2.5160, 2.3898], [-1.1795, 1.9371, 2.4857], [-4.8946, 0.1560, 3.0914], [-4.9717, -1.0531, 1.8089], [-5.1172, 0.6599, 1.4139], [-2.2095, -1.0235, 4.0825], [-1.1017, -1.6233, 2.8460], [-2.7465, -2.2448, 2.9319], [-1.1624, -2.0340, -2.3944], [-2.4727, -1.2879, -3.3232], [-2.6220, -2.9485, -2.7710], [-2.3139, -3.6303, 0.0341], [-4.0323, -3.6440, -0.3594], [-3.4746, -2.9045, 1.1416], [-4.9037, -0.0007, -1.8801], [-5.4609, -0.8220, -0.4273], [-5.3073, -1.7162, -1.9421], [-3.1658, 0.8542, -3.0672], [-2.1445, 2.2991, -3.0780], [-3.8745, 2.4354, -2.7856], [-5.1643, 1.9648, -0.3608], [-4.3669, 3.5353, -0.3765], [-4.3139, 2.5343, 1.0734], [-2.3681, 4.6931, -0.8195], [-0.4539, 6.1862, -0.2919], [1.6899, 5.1545, 0.4882], [1.8234, 2.6791, 0.6411], [0.2668, -5.0173, 3.2804], [-0.1785, -5.4170, 1.8729], [0.2116, -4.4000, 0.8506], [0.1131, -3.1336, 0.9808], [0.4972, -2.4041, -0.0990], [0.9104, -3.1493, -1.0842], [1.3139, -2.6926, -2.2969], [0.8217, -4.8618, -0.7403], [-0.1191, -5.7276, 4.0112], [-0.1011, -4.0219, 3.5215], [1.3551, -5.0070, 3.3487], [-1.2669, -5.5242, 1.8457], [0.2434, -6.3842, 1.5957], [1.3883, -1.6923, -2.3742], [1.9287, -3.2624, -2.8460]], "forces_ev_per_a": [[-0.5, 0.0, -0.1], [-0.1, 0.0, 0.1], [0.2, 0.0, 0.4], [-0.6, -0.1, -0.1], [0.3, 0.1, 0.3], [0.2, -0.2, -0.3], [0.0, 0.1, 0.4], [0.0, 0.0, 0.1], [-0.1, 0.0, 0.0], [0.0, 0.0, 0.0], [0.0, 0.0, 0.0], [0.0, 0.0, 0.1], [0.0, 0.0, -0.1], [-0.2, 0.0, -0.3], [0.1, 0.0, 0.2], [-0.1, 0.0, 0.0], [0.1, 0.0, 0.0], [0.1, -0.1, -0.1], [-0.1, 0.0, -0.1], [0.0, 0.0, 0.0], [0.0, 0.0, 0.0], [0.0, 0.0, 0.0], [0.0, 0.0, 0.0], [0.0, 0.0, 0.0], [0.0, 0.0, 0.0], [0.0, 0.0, 0.0], [0.0, 0.0, 0.0], [0.0, 0.0, 0.0], [0.0, 0.0, 0.0], [0.0, 0.0, 0.0], [0.2, -0.1, -0.1], [0.1, -0.1, -0.2], [-0.5, 0.2, 0.0], [0.1, 0.0, -0.1], [0.1, 0.0, -0.3], [0.7, -0.1, -0.1], [-0.3, 0.0, -0.1], [0.0, 0.3, 0.2], [0.2, 0.2, 0.1], [0.1, 0.0, 0.1], [-0.2, 0.0, 0.1], [0.0, -0.2, 0.1], [0.2, -0.1, 0.0], [-0.2, 0.0, 0.0], [0.0, 0.0, 0.0], [0.0, -0.1, 0.0], [-0.1, 0.0, 0.0], [0.1, 0.1, 0.0], [0.1, -0.1, 0.0], [0.0, 0.0, 0.0], [0.1, 0.0, 0.0], [0.0, 0.0, 0.1], [0.0, 0.0, 0.0], [0.0, 0.0, 0.0], [0.0, -0.2, 0.1], [-0.1, 0.1, -0.1], [0.2, -0.1, 0.0], [0.0, 0.1, 0.0], [-0.1, 0.0, -0.1], [0.0, 0.0, 0.0], [-0.1, 0.0, 0.1], [0.0, 0.0, 0.0], [0.0, 0.1, -0.1], [0.0, 0.0, -0.1], [0.0, 0.0, 0.0], [0.0, 0.0, 0.0], [0.0, 0.0, 0.0], [0.0, 0.1, 0.0], [-0.1, 0.0, 0.0], [0.0, 0.0, 0.1], [0.0, 0.0, 0.0], [0.1, 0.0, -0.1], [0.0, 0.1, -0.1], [0.0, 0.0, 0.0], [0.0, 0.0, 0.0], [0.0, 0.0, 0.0], [0.0, 0.0, 0.0], [0.0, 0.0, -0.1], [0.0, 0.1, 0.2], [0.2, -0.2, -0.6], [-0.2, 0.1, 0.6], [0.1, 0.1, -0.6], [-0.1, -0.7, 0.3], [-0.1, 0.1, 0.1], [-0.1, 0.4, 0.2], [0.0, 0.0, 0.0], [0.0, 0.0, 0.0], [0.0, 0.0, 0.0], [0.0, 0.0, 0.0], [0.0, 0.0, 0.0], [0.1, 0.1, -0.1], [0.1, 0.0, 0.0]]}